(1)
DFT (wB97M-V/def2-TZVPD) results for a single C4H7NO molecule.

The geometry in XYZ format:
```
13
Properties=species:S:1:pos:R:3:forces:R:3:nbo_charge:R:1
C -1.423012 1.321817 0.240417 -0.11 0.02 -0.01 -0.7054
C -1.036682 -0.120599 0.491156 0.05 -0.06 0.00 0.6862
O -1.769164 -0.945486 1.002721 0.11 0.22 -0.20 -0.5983
N 0.253499 -0.402555 0.165498 -0.12 -0.02 0.23 -0.4476
C 1.388143 -0.058204 -0.600714 0.18 0.20 -0.15 -0.2165
C 1.150980 -1.463359 -0.074775 0.06 -0.27 0.05 -0.2063
H -2.507357 1.402713 0.302515 0.10 0.02 -0.02 0.2395
H -0.976081 1.958961 1.010849 -0.05 -0.11 -0.09 0.2341
H -1.074054 1.678209 -0.734640 -0.04 -0.11 0.16 0.2193
H 2.137548 0.568430 -0.119390 -0.07 -0.11 -0.05 0.1974
H 1.266762 0.120397 -1.670587 -0.04 -0.10 0.18 0.1953
H 1.719626 -1.827965 0.781673 -0.02 0.13 -0.21 0.2019
H 0.869791 -2.232359 -0.794724 -0.05 0.17 0.11 0.2004
```
Forces are in eV/Å.

Calculated values
Orbital gap ... 10.43 eV
Largest force on an atom ... 0.32 eV/A
Highest occupied orbital energy ... -9.53 eV
Charge ... 0
SMILES ... CC(=O)N1CC1


(2)
DFT (wB97M-V/def2-TZVPD) results for a gas-phase ion, C10H20P (charge +1) in a non-equilibrium geometry.

The geometry in XYZ format:
```
31
Properties=species:S:1:pos:R:3:forces:R:3:nbo_charge:R:1
C 2.026304 1.306996 -0.632100 1.07 -1.62 1.76 -0.3662
C 1.544330 0.491758 0.623094 2.22 2.12 -0.08 -0.4178
C 1.708333 0.521590 -1.872616 2.53 -0.47 -0.68 -0.5009
C 0.117125 0.750369 1.111151 2.05 -1.02 1.43 -0.3255
C 0.304517 0.365337 -2.068712 -1.63 2.38 -0.99 -0.4518
C -0.892055 0.225036 0.186746 -1.10 1.55 -1.20 -0.4139
C -1.214389 0.672443 3.288142 0.60 0.28 0.49 -0.6143
C -2.255065 -0.815267 -2.077845 -2.34 1.32 0.35 -1.0112
C -0.125988 -2.516749 -1.047623 -1.52 2.57 -4.72 -0.8909
C -0.070724 0.024252 2.467285 1.84 4.99 3.52 -0.3771
P -0.696920 -0.762014 -1.246743 -0.24 -2.19 0.78 1.5239
H 1.371928 2.156816 -0.680354 0.69 1.35 0.13 0.2077
H 3.205823 1.395531 -0.590870 -2.64 0.60 -0.02 0.2477
H 1.789915 -0.507260 0.431307 -0.36 -2.08 -0.49 0.1947
H 2.377943 0.670854 1.341930 -1.30 0.44 0.43 0.2497
H 2.139206 1.182257 -2.645843 -0.23 -0.85 -0.38 0.2605
H 2.244313 -0.450813 -1.801579 -0.18 0.55 -0.39 0.2198
H 0.013670 1.824953 1.299353 -0.25 -0.19 -0.22 0.2387
H -0.141458 1.377118 -2.440026 0.03 -2.21 0.55 0.2685
H -1.747304 0.940430 0.057711 0.51 -0.93 -0.02 0.2439
H -1.097680 1.778964 3.431504 0.23 -0.86 -0.64 0.2156
H -1.328562 0.345996 4.342048 0.07 -0.47 -0.85 0.2375
H -2.087427 0.499563 2.716244 -1.51 0.00 -0.06 0.1936
H -2.050188 -0.096722 -2.909900 -0.78 -1.04 0.05 0.2781
H -2.902076 -0.211382 -1.364042 0.48 -0.59 -0.86 0.2740
H -2.924309 -1.728175 -2.284194 1.84 1.16 0.00 0.3122
H 0.469688 -2.717319 -0.301968 3.31 -0.67 4.13 0.2459
H 0.376227 -2.805844 -1.988440 -0.19 0.19 0.27 0.2687
H -0.985981 -3.106423 -0.969335 -1.51 -0.76 0.15 0.2625
H 0.003400 -0.972650 2.416001 -0.86 -3.95 -0.65 0.2066
H 0.827405 0.160353 3.209675 -0.83 0.40 -1.83 0.2198
```
Forces are in eV/Å.

Calculated values
Orbital gap (alpha / beta) ... 8.09 / 7.99 eV
Largest force on an atom ... 6.38 eV/A
Highest occupied orbital energy (alpha / beta) ... -12.86 / -12.76 eV
Charge ... +1


(3)
DFT (wB97M-V/def2-TZVPD) results for 2 unconnected molecules or ions with the total composition C2H5O3S3 in a non-equilibrium geometry.

The geometry in XYZ format:
```
13
Properties=species:S:1:pos:R:3:forces:R:3:nbo_charge:R:1
C 2.249104 0.900730 -0.153975 -2.06 0.33 3.12 -0.6536
C 1.155245 -0.162839 0.032844 1.18 1.27 1.24 -0.5818
O -1.548726 -1.368270 1.036690 1.35 -1.27 0.43 -1.0292
O -2.261922 -0.778025 -1.141729 -0.58 -1.22 0.58 -0.8846
O -3.300044 0.202050 0.946277 -2.14 0.21 0.03 -0.9850
S 1.085068 -1.378817 -1.024082 -0.09 -2.26 -1.86 0.2108
S -0.969868 1.384909 0.096929 -0.52 0.55 -0.05 -0.6192
S -2.080676 -0.219927 0.357176 0.71 2.45 0.21 2.1509
H 2.822973 0.744754 -1.051018 0.31 0.20 -0.10 0.2064
H 1.706815 1.906016 -0.066270 0.87 -1.01 -0.69 0.2206
H 2.804852 0.833240 0.830091 0.32 0.23 -1.38 0.2050
H -2.265903 -1.715451 -0.828104 -0.05 0.20 -1.24 0.4856
H 0.603088 -0.348369 0.965175 0.69 0.31 -0.28 0.2739
```
Forces are in eV/Å.

Calculated values
Orbital gap (alpha / beta) ... 5.30 / 5.61 eV
Largest force on an atom ... 3.75 eV/A
Highest occupied orbital energy (alpha / beta) ... -2.01 / -3.98 eV
Charge ... -1
Spin multiplicity ... 3


(4)
DFT (wB97M-V/def2-TZVPD) results for a molecular structure, C11H26CoN4O7S in a non-equilibrium geometry.

The geometry in XYZ format:
```
50
Properties=species:S:1:pos:R:3:forces:R:3:nbo_charge:R:1
O -0.976057 -0.791095 -3.638048 2.99 -1.39 -1.62 -1.1108
H -1.104468 -0.937781 -4.583110 0.70 0.66 0.24 0.4720
Co 0.276740 0.128033 -0.370403 -3.72 -1.06 0.57 0.9224
N 1.507509 -1.122589 -0.900834 1.22 -0.61 -0.07 0.0381
N -0.772630 -1.588097 -0.355836 -0.99 -0.94 0.90 -0.0467
N 0.836486 1.875986 -0.104031 -0.11 3.52 2.20 -0.1283
N -1.310656 1.178586 0.448363 -0.30 2.49 1.07 -0.0854
O 2.666480 -0.678010 -0.829710 1.38 -0.64 -0.93 -0.4238
O 2.159712 1.959972 -0.127572 2.03 0.49 -0.91 -0.5434
O -2.139741 0.510078 1.255549 -0.41 -0.97 -0.53 -0.5827
O -1.790904 -1.804945 0.444763 0.88 0.14 -0.95 -0.4842
C -0.138625 -2.675220 -0.835083 -0.05 0.87 0.27 0.1702
C 1.151987 -2.354052 -1.326930 -0.40 0.14 -0.48 0.1808
C 0.103922 2.954094 0.238547 1.82 -2.43 -1.83 0.1715
C -1.176519 2.499756 0.685030 -1.78 -3.51 -0.19 0.1146
C 1.975614 -3.148603 -2.264473 0.23 -0.65 -0.03 -0.6753
H 1.736261 -2.912865 -3.310965 -0.10 0.20 0.30 0.2593
H 1.777562 -4.215997 -2.140373 0.06 0.06 0.02 0.2225
H 3.039007 -2.972693 -2.115279 0.02 0.09 0.06 0.2400
C -0.778283 -3.995200 -0.674189 -0.07 -0.90 -0.19 -0.6676
H -1.777989 -4.000099 -1.124232 0.17 0.12 0.07 0.2530
H -0.916797 -4.272019 0.383629 0.11 0.32 -0.29 0.2401
H -0.190385 -4.782494 -1.145112 0.00 0.02 -0.02 0.2189
C 0.541866 4.354129 0.082479 0.15 0.68 0.34 -0.6711
C -2.200634 3.227894 1.483519 -0.36 0.51 0.60 -0.6794
H 1.143202 4.450030 -0.825811 0.05 -0.02 0.21 0.2491
H 1.136602 4.698678 0.939849 -0.02 -0.03 -0.23 0.2355
H -0.325301 5.024309 -0.010139 0.22 -0.27 0.08 0.2325
H -3.025929 2.588232 1.832836 0.58 -0.09 -0.37 0.2615
H -2.675823 4.026281 0.912750 0.15 0.10 -0.19 0.2326
H -1.796010 3.704989 2.383084 0.17 -0.01 -0.09 0.2150
H 2.460826 1.012790 -0.332482 -0.14 0.90 0.01 0.5141
H -2.042939 -0.555545 0.877140 -0.47 0.85 0.39 0.4894
C -2.699341 -0.072688 -2.424147 -2.21 1.69 2.73 -0.5533
H -2.351597 -0.912963 -2.984054 -1.24 -0.35 0.37 0.2306
H -2.204569 0.870357 -2.640011 -0.41 -0.09 -0.21 0.1361
H -3.107328 -0.072064 -1.391448 0.03 -0.27 -0.70 0.1254
O 0.198582 0.560915 -2.098050 -0.15 3.33 -0.95 -0.9673
H -0.387247 -0.024474 -3.023668 -0.54 -0.62 -1.18 0.5224
H 0.109233 1.540121 -1.867972 -0.20 -1.85 -1.91 0.4716
C 1.976470 -1.535740 3.160865 -0.37 0.02 0.27 -0.7926
S 0.485646 -0.675774 2.642799 1.14 0.98 -1.81 1.2640
C 0.699604 0.873289 3.529494 -0.19 -0.53 0.37 -0.8034
O 0.982574 -0.253535 1.219135 0.20 -1.14 4.45 -0.9368
H 1.902258 -1.697338 4.231926 0.11 -0.11 0.17 0.2296
H 2.851342 -0.938492 2.907220 -0.12 0.03 -0.08 0.2509
H 1.989829 -2.496284 2.643289 -0.01 0.16 0.00 0.2528
H 1.579111 1.404155 3.171455 0.01 -0.15 -0.18 0.2514
H -0.210076 1.453019 3.400697 -0.03 0.03 -0.10 0.2549
H 0.811426 0.590962 4.569545 -0.01 0.21 0.37 0.2291
```
Forces are in eV/Å.

Calculated values
Orbital gap (alpha / beta) ... 5.98 / 6.49 eV
Largest force on an atom ... 4.60 eV/A
Highest occupied orbital energy (alpha / beta) ... -6.27 / -7.65 eV
Charge ... 0
Spin multiplicity ... 4


Across the entries above, relative energy (zero: lowest compared OMol25 entry of this formula, charge and spin) takes the values 40.38 90.61 14.54 74.66 kcal/mol, respectively.